(1)
DFT (the ωB97M-V functional and the def2-TZVPD basis) results for a structure of composition C22H32Cl2FeN3O3 in a non-equilibrium geometry.

Summary:
charge: 0
LUMO level (alpha / beta): -0.9 / -1.0 eV
M: 513.27 g mol⁻¹
energy relative to the best compared isomer or geometry (same formula, charge and spin): 72.8 kJ/mol
HOMO level (alpha / beta): -7.90 / -8.39 eV
multiplicity: 6
E: -3431.538243 Ha

Positions of all 63 atoms, in Å:
O: -1.610 0.564 -2.766
C: -1.115 1.543 -3.451
C: -1.948 1.994 -4.591
C: -2.819 1.039 -5.177
H: -2.779 0.008 -4.801
C: -3.740 1.425 -6.149
H: -4.418 0.663 -6.543
C: -3.750 2.730 -6.633
H: -4.465 3.013 -7.399
C: -2.848 3.666 -6.121
H: -2.835 4.680 -6.526
C: -1.928 3.308 -5.139
H: -1.199 4.021 -4.722
H: -0.202 2.103 -3.084
C: 1.653 0.621 -3.732
C: 1.257 1.087 -2.418
H: 2.735 0.401 -3.787
H: 1.421 1.385 -4.513
H: 1.091 -0.312 -3.982
C: 1.771 1.287 -1.208
C: 3.228 1.080 -0.823
H: 1.150 1.680 -0.395
H: 3.924 1.437 -1.609
H: 3.452 0.017 -0.649
H: 3.456 1.613 0.106
Fe: -1.292 -0.580 -1.334
Cl: -1.316 -2.378 -2.735
Cl: -1.351 1.523 -0.146
H: -5.460 -0.419 -0.758
H: -5.096 -2.895 -1.036
C: -4.355 -0.384 -0.715
C: -4.086 -2.843 -0.615
N: -3.834 -1.554 -0.011
H: -4.000 0.525 -0.219
C: -3.470 -1.508 1.308
O: -3.260 -0.477 1.944
H: -3.956 -3.618 0.145
H: -3.358 -2.529 1.748
H: -3.968 -0.411 -1.752
H: -3.364 -3.033 -1.421
H: 0.963 3.855 5.121
H: -1.606 4.278 4.088
C: 1.250 3.859 4.063
C: -1.020 4.313 3.157
N: 0.146 3.445 3.229
H: 2.078 3.168 3.904
C: 0.189 2.240 2.628
O: 1.145 1.459 2.667
H: -1.654 3.987 2.325
H: -0.725 2.005 2.056
H: 1.547 4.878 3.801
H: -0.703 5.351 2.997
C: 1.388 -2.617 2.567
C: 1.726 -2.964 1.256
C: 1.116 -2.288 0.187
N: 0.137 -1.383 0.374
C: -0.095 -0.981 1.636
C: 0.477 -1.576 2.758
H: 1.816 -3.126 3.422
H: 2.445 -3.760 1.061
H: 1.415 -2.480 -0.854
H: -0.775 -0.151 1.740
H: 0.185 -1.210 3.733

Results of the Löwdin charge analysis, in e, for atoms 1 through 2:
1. O -0.297
2. C -0.109



(2)
DFT (the ωB97M-V functional and the def2-TZVPD basis) results for a cluster of 7 separate species, C22H32Cl6F12O8 in total in a non-equilibrium geometry.

Summary:
charge: 0
LUMO level: 0.3 eV
M: 865.18 g mol⁻¹
energy relative to the best compared isomer or geometry (same formula, charge and spin): 242.6 kJ/mol
HOMO level: -10.78 eV
E: -5418.953903 Ha

Positions of all 80 atoms, in Å:
C: -14.874 -5.004 21.787
C: -14.039 -4.010 22.600
O: -12.801 -4.598 22.987
C: -11.900 -3.797 23.651
O: -11.944 -2.584 23.847
C: -10.650 -4.554 24.098
F: -10.213 -4.147 25.283
F: -10.773 -5.895 24.104
F: -9.670 -4.289 23.228
H: -14.768 -5.967 22.288
H: -14.620 -5.143 20.736
H: -15.927 -4.784 21.961
H: -14.563 -3.855 23.543
H: -13.869 -3.075 22.064
C: -19.695 -12.709 22.820
C: -18.377 -12.162 23.208
O: -18.525 -10.916 23.949
C: -18.106 -10.795 25.264
O: -17.572 -11.700 25.918
C: -18.398 -9.438 25.953
F: -19.002 -9.602 27.127
F: -17.311 -8.820 26.244
F: -19.142 -8.577 25.220
H: -20.205 -11.983 22.187
H: -20.287 -13.049 23.670
H: -19.467 -13.669 22.357
H: -17.777 -11.884 22.341
H: -17.817 -12.863 23.827
C: -27.945 -9.517 33.338
C: -27.984 -10.700 32.351
O: -27.136 -10.381 31.230
C: -27.248 -11.269 30.163
O: -28.152 -12.102 30.105
C: -26.071 -11.109 29.108
F: -24.933 -10.567 29.634
F: -25.806 -12.328 28.683
F: -26.403 -10.279 28.130
H: -26.906 -9.343 33.616
H: -28.564 -9.621 34.229
H: -28.264 -8.594 32.853
H: -29.032 -10.774 32.062
H: -27.586 -11.629 32.760
C: -37.231 -1.202 24.777
C: -37.376 -2.486 23.953
O: -36.124 -3.088 23.631
C: -36.097 -4.297 23.032
O: -37.079 -4.999 22.751
C: -34.653 -4.892 22.803
F: -34.531 -6.107 23.374
F: -34.489 -5.140 21.493
F: -33.720 -4.123 23.336
H: -38.113 -0.564 24.729
H: -36.377 -0.758 24.266
H: -37.000 -1.396 25.825
H: -37.873 -2.185 23.030
H: -38.075 -3.212 24.369
Cl: -25.267 -0.307 16.232
C: -26.880 0.315 15.807
C: -27.599 0.910 17.057
Cl: -26.771 2.306 17.785
H: -27.414 -0.522 15.357
H: -26.842 1.100 15.052
H: -27.713 0.178 17.856
H: -28.603 1.204 16.748
Cl: -27.128 -6.701 15.224
C: -25.999 -7.731 14.401
C: -25.448 -7.076 13.168
Cl: -24.590 -8.251 12.186
H: -26.523 -8.643 14.116
H: -25.188 -8.004 15.076
H: -24.750 -6.263 13.369
H: -26.228 -6.641 12.544
Cl: -25.676 -3.400 23.027
C: -25.240 -4.836 22.118
C: -23.923 -5.329 22.714
Cl: -23.466 -6.787 21.939
H: -25.170 -4.608 21.054
H: -26.052 -5.520 22.365
H: -24.003 -5.457 23.793
H: -23.136 -4.613 22.479

Results of the Löwdin charge analysis, in e, for atoms 1 through 2:
1. C -0.057
2. C -0.212



(3)
DFT (the ωB97M-V functional and the def2-TZVPD basis) results for a cluster of 3 separate species, C22H32F2O9Si in total in a non-equilibrium geometry.

Summary:
charge: 0
LUMO level: 0.5 eV
M: 506.57 g mol⁻¹
HOMO level: -8.34 eV
E: -2023.747248 Ha

Positions of all 66 atoms, in Å:
C: 3.504 -2.042 1.256
C: 2.589 -0.779 0.855
O: 2.984 -0.216 -0.435
C: 1.837 0.068 -1.216
O: 1.272 -0.910 -1.777
O: 1.304 1.362 -1.470
C: 1.087 2.120 -0.273
F: 2.286 2.435 0.446
F: 0.571 3.394 -0.718
C: -0.043 1.521 0.708
C: -1.517 1.814 0.147
Si: -2.885 0.667 0.867
C: -4.523 1.176 -0.045
C: -3.013 0.850 2.767
C: -2.420 -1.126 0.295
C: -3.244 -1.797 -0.859
C: -2.878 -3.226 -1.391
C: -1.698 -4.012 -0.777
C: -0.915 -3.353 0.384
C: -1.245 -1.942 0.941
H: 4.432 -2.066 0.589
H: 3.783 -1.959 2.361
H: 2.890 -2.992 1.019
H: 2.607 0.072 1.627
H: 1.514 -1.192 0.741
H: 0.058 2.134 1.687
H: 0.156 0.437 0.995
H: -1.535 1.686 -0.992
H: -1.810 2.888 0.423
H: -4.502 0.827 -1.148
H: -4.546 2.332 -0.100
H: -5.423 0.747 0.509
H: -4.100 1.133 3.037
H: -2.369 1.731 3.127
H: -2.674 -0.099 3.302
H: -4.132 -1.298 -1.365
H: -3.499 -3.678 -2.230
H: -1.454 -5.040 -1.206
H: -0.037 -3.945 0.826
H: -0.648 -1.474 1.808
C: 2.680 5.643 4.899
C: 1.973 5.150 3.655
C: 1.160 6.194 2.948
O: 0.201 5.401 2.256
C: 0.037 4.267 2.992
O: -0.824 3.453 2.800
O: 0.976 4.180 3.974
H: 3.616 6.143 4.639
H: 2.063 6.353 5.457
H: 2.899 4.813 5.575
H: 2.693 4.672 2.981
H: 1.749 6.790 2.251
H: 0.621 6.862 3.629
C: 1.577 -4.088 -6.217
C: 0.410 -4.205 -5.258
C: 0.660 -3.613 -3.903
O: -0.257 -4.341 -3.090
C: -0.421 -5.553 -3.690
O: -0.987 -6.485 -3.189
O: 0.143 -5.567 -4.930
H: 1.591 -3.103 -6.690
H: 2.532 -4.229 -5.704
H: 1.517 -4.852 -6.995
H: -0.495 -3.793 -5.720
H: 0.452 -2.543 -3.862
H: 1.671 -3.798 -3.524

Results of the Löwdin charge analysis, in e, for atoms 1 through 2:
1. C -0.061
2. C -0.215



(4)
DFT (the ωB97M-V functional and the def2-TZVPD basis) results for the molecule C22H32IN3S in a non-equilibrium geometry.

Summary:
charge: 0
LUMO level: -1.1 eV
M: 497.49 g mol⁻¹
HOMO level: -7.98 eV
E: -1716.991901 Ha

Positions of all 59 atoms, in Å:
C: -3.831 -3.953 4.531
C: -4.768 -4.480 3.490
C: -4.608 -4.275 1.871
C: -3.275 -3.441 1.405
C: -1.899 -4.177 0.902
C: -0.595 -3.261 0.393
C: 0.706 -4.114 -0.132
S: 2.352 -3.564 0.572
C: 3.613 -4.150 -0.739
C: 3.770 -3.100 -1.993
C: -0.698 -1.598 0.406
N: 0.508 -0.847 -0.078
C: 0.338 0.646 -0.037
C: 1.668 1.538 -0.517
C: 1.468 2.145 -2.037
C: 2.445 3.411 -2.400
C: 2.414 4.645 -1.321
C: 3.888 4.931 -0.595
N: 3.921 4.373 0.828
C: -1.055 1.335 0.445
C: -1.125 3.006 0.392
I: -1.110 3.829 2.446
C: -2.597 3.472 -0.252
C: -2.972 2.580 -1.599
N: -2.300 0.650 0.937
C: -2.041 -0.830 0.904
C: -3.308 -1.803 1.401
H: -2.953 -3.229 4.256
H: -4.037 -4.251 5.648
H: -5.735 -5.077 3.856
H: -4.692 -5.324 1.355
H: -5.544 -3.640 1.512
H: -1.813 -5.363 0.889
H: 0.557 -5.247 0.205
H: 0.683 -4.133 -1.315
H: 3.119 -5.135 -1.198
H: 4.633 -4.484 -0.272
H: 3.999 -1.991 -1.681
H: 4.721 -3.462 -2.616
H: 2.864 -3.172 -2.766
H: 2.675 0.948 -0.363
H: 1.706 2.448 0.246
H: 0.359 2.475 -2.224
H: 1.729 1.270 -2.802
H: 3.564 3.083 -2.566
H: 2.077 3.827 -3.456
H: 2.184 5.643 -1.933
H: 1.557 4.572 -0.514
H: 4.786 4.547 -1.258
H: 4.011 6.113 -0.481
H: 3.546 5.098 1.509
H: 4.933 4.181 1.078
H: -0.320 3.476 -0.314
H: -2.537 4.607 -0.617
H: -3.473 3.414 0.520
H: -2.017 2.307 -2.229
H: -3.466 1.581 -1.240
H: -3.716 3.231 -2.233
H: -4.311 -1.282 1.780

Results of the Löwdin charge analysis, in e, for atoms 1 through 2:
1. C -0.031
2. C -0.164



(5)
DFT (the ωB97M-V functional and the def2-TZVPD basis) results for a cluster of 3 separate species, C22H32IN4 in total in a non-equilibrium geometry.

Summary:
charge: +1
LUMO level: -4.7 eV
M: 479.43 g mol⁻¹
HOMO level: -11.15 eV
E: -1373.809225 Ha

Positions of all 59 atoms, in Å:
C: -2.817 -0.072 -2.379
C: -3.047 -0.240 -0.791
C: -1.895 0.505 0.103
C: -0.728 -0.486 0.590
C: 0.481 -0.686 -0.453
C: 0.967 0.662 -1.193
C: 2.492 0.416 -1.668
C: 3.533 1.547 -1.201
C: 3.472 1.911 0.353
C: 3.571 3.394 0.752
N: 3.530 3.441 2.229
I: 3.640 5.133 3.433
C: 3.411 2.049 2.642
C: 3.367 1.488 4.143
N: 3.373 1.087 1.552
H: -3.567 0.692 -2.780
H: -2.963 -1.096 -2.896
H: -1.757 0.269 -2.644
H: -4.034 0.330 -0.535
H: -3.191 -1.325 -0.445
H: -1.536 1.469 -0.398
H: -2.455 0.840 1.064
H: -1.215 -1.531 0.736
H: -0.290 -0.212 1.622
H: 1.392 -1.051 0.169
H: 0.299 -1.528 -1.227
H: 0.322 0.747 -2.152
H: 0.800 1.618 -0.588
H: 2.854 -0.636 -1.383
H: 2.491 0.437 -2.828
H: 4.592 1.122 -1.406
H: 3.412 2.494 -1.828
H: 3.686 4.277 0.043
H: 3.729 2.320 4.862
H: 2.339 1.072 4.425
H: 4.104 0.599 4.178
H: 3.316 0.058 1.570
N: -6.303 0.901 -1.470
C: -6.776 1.950 -0.775
C: -8.045 2.000 -0.223
C: -8.881 0.907 -0.399
C: -8.420 -0.189 -1.114
C: -7.133 -0.144 -1.624
H: -6.086 2.781 -0.668
H: -8.372 2.872 0.330
H: -9.883 0.909 0.017
H: -9.046 -1.059 -1.271
H: -6.726 -0.978 -2.187
N: 4.137 -2.946 1.680
C: 5.422 -3.190 1.368
C: 5.824 -3.861 0.225
C: 4.845 -4.312 -0.650
C: 3.510 -4.076 -0.353
C: 3.210 -3.393 0.814
H: 6.149 -2.821 2.084
H: 6.874 -4.027 0.023
H: 5.120 -4.842 -1.556
H: 2.721 -4.414 -1.013
H: 2.182 -3.181 1.090

Results of the Löwdin charge analysis, in e, for atoms 1 through 2:
1. C -0.122
2. C -0.239



(6)
DFT (the ωB97M-V functional and the def2-TZVPD basis) results for the molecule C22H32N2O6S in a non-equilibrium geometry.

Summary:
charge: 0
LUMO level: 0.5 eV
M: 452.57 g mol⁻¹
energy relative to the best compared isomer or geometry (same formula, charge and spin): 8.6 kJ/mol
HOMO level: -9.01 eV
E: -1816.680151 Ha

Positions of all 63 atoms, in Å:
O: 1.531 0.189 -2.188
C: 2.465 0.437 -1.455
N: 2.455 1.339 -0.468
H: 3.282 1.456 0.103
C: 1.320 2.204 -0.172
C: 1.232 2.410 1.342
C: -0.203 2.630 1.819
H: -0.242 2.485 2.903
C: -0.765 4.011 1.495
H: -1.798 4.047 1.850
C: -0.742 4.340 0.003
C: 0.661 4.692 -0.495
H: 1.196 5.207 0.307
C: 1.487 3.499 -0.982
H: 1.220 3.268 -2.014
H: 2.544 3.782 -0.972
H: 0.585 5.397 -1.325
H: -1.147 3.500 -0.560
H: -1.394 5.201 -0.163
H: -0.206 4.776 2.042
H: -0.843 1.883 1.349
H: 1.618 1.507 1.824
H: 1.867 3.245 1.648
H: 0.426 1.677 -0.518
C: 3.812 -0.311 -1.587
H: 4.652 0.374 -1.434
H: 3.864 -0.776 -2.572
O: 3.885 -1.386 -0.654
C: 4.170 -1.103 0.612
O: 4.471 -0.003 1.009
C: 4.079 -2.323 1.500
H: 3.879 -1.968 2.512
H: 5.058 -2.809 1.512
C: 3.010 -3.318 1.027
C: 1.736 -2.625 0.621
C: 1.083 -1.768 1.504
C: -0.057 -1.092 1.112
C: -0.549 -1.276 -0.166
C: 0.073 -2.129 -1.054
C: 1.215 -2.802 -0.655
H: 1.717 -3.459 -1.349
H: -0.335 -2.238 -2.045
S: -2.012 -0.383 -0.663
O: -1.770 1.031 -0.624
O: -2.527 -0.949 -1.877
N: -3.000 -0.726 0.664
C: -3.986 0.285 1.000
H: -3.514 1.256 0.856
C: -5.227 0.149 0.117
H: -6.016 0.830 0.441
O: -5.768 -1.152 0.208
C: -4.832 -2.119 -0.218
H: -5.326 -3.086 -0.114
C: -3.559 -2.064 0.634
H: -2.799 -2.731 0.226
H: -3.784 -2.354 1.666
H: -4.562 -1.947 -1.268
H: -4.950 0.370 -0.925
H: -4.256 0.153 2.053
H: -0.573 -0.425 1.784
H: 1.470 -1.627 2.502
H: 3.392 -3.882 0.176
H: 2.808 -4.022 1.838

Results of the Löwdin charge analysis, in e, for atoms 1 through 2:
1. O 0.077
2. C -0.453



(7)
DFT (the ωB97M-V functional and the def2-TZVPD basis) results for a structure of composition C22H32N4NdOP2 in a non-equilibrium geometry.

Summary:
charge: +3
LUMO level (alpha / beta): -10.2 / -9.3 eV
M: 574.71 g mol⁻¹
energy relative to the best compared isomer or geometry (same formula, charge and spin): 0.0 kJ/mol
HOMO level (alpha / beta): -16.85 / -16.85 eV
multiplicity: 4
E: -2395.061908 Ha

Positions of all 62 atoms, in Å:
Nd: 0.042 0.144 0.080
C: -3.045 -0.166 2.932
P: -1.640 -1.011 2.126
C: -2.280 -2.729 2.062
C: -0.263 -0.953 3.352
C: -0.521 -0.479 4.637
C: 0.512 -0.235 5.531
C: 1.826 -0.429 5.135
C: 2.101 -0.933 3.872
C: 1.074 -1.231 2.976
P: 1.443 -2.077 1.377
C: 0.972 -3.820 1.710
C: 3.259 -2.278 1.338
H: -2.810 0.853 3.235
H: -3.369 -0.746 3.796
H: -3.871 -0.143 2.220
H: -2.133 -3.208 3.030
H: -1.818 -3.325 1.278
H: -3.351 -2.680 1.861
H: -1.537 -0.299 4.962
H: 0.287 0.113 6.531
H: 2.639 -0.216 5.817
H: 3.134 -1.116 3.609
H: 1.753 -4.269 2.323
H: 0.907 -4.378 0.775
H: 0.030 -3.895 2.243
H: 3.574 -2.791 2.246
H: 3.805 -1.343 1.241
H: 3.504 -2.919 0.490
O: 2.175 0.085 -1.267
C: 3.245 0.737 -0.513
C: 3.360 2.206 -0.875
C: 2.050 2.955 -0.586
C: 1.709 3.004 0.879
C: 2.375 3.861 1.741
C: 1.999 3.924 3.072
C: 0.949 3.124 3.510
C: 0.356 2.272 2.611
N: 0.730 2.179 1.316
H: 2.485 0.009 -2.178
H: 4.182 0.213 -0.693
H: 2.975 0.629 0.544
H: 3.615 2.309 -1.932
H: 4.183 2.642 -0.307
H: 1.227 2.479 -1.128
H: 2.132 3.973 -0.969
H: 3.168 4.494 1.362
H: 2.498 4.598 3.757
H: 0.601 3.167 4.532
H: -0.463 1.638 2.924
N: -4.480 3.599 -1.205
C: -3.336 3.028 -1.579
C: -2.680 2.025 -0.823
N: -1.555 1.457 -1.259
C: -1.057 1.864 -2.442
C: -1.684 2.878 -3.156
N: -2.788 3.451 -2.730
H: -4.988 3.333 -0.380
H: -4.882 4.291 -1.819
H: -3.082 1.682 0.123
H: -0.176 1.365 -2.833
H: -1.279 3.235 -4.096

Results of the Löwdin charge analysis, in e, for atoms 1 through 2:
1. Nd 1.757
2. C -0.250